<w>
ORCA calculation (the ωB97M-V functional and the def2-TZVPD basis) on a cluster of 2 separate species, C3H6P2 in total.

- LUMO level: -0.59 eV
- SMILES: C1=P2=P1=C2.C
- HOMO level: -8.1 eV

ORCA input file:
```
! RIJCOSX wB97M-V def2-TZVPD def2/J DEFGRID3
* xyz 0 1
P 1.3470 1.0501 -0.0602
P 2.5344 -0.7604 -0.7589
C -2.1109 0.0061 0.7616
C 1.0342 -0.7289 0.1360
C 1.9804 0.6498 -1.6573
H -2.6518 -0.7818 1.2546
H 2.6978 1.2144 -2.3812
H -2.8919 0.7228 0.5056
H -1.2342 0.3412 1.3491
H -1.7135 -0.4660 -0.2148
H 1.0087 -1.2473 1.0654
*
```

=====

<x>
ORCA calculation (the ωB97M-V functional and the def2-TZVPD basis) on a cluster of 2 separate species, C3H6P2 in total.

- LUMO level: -0.75 eV
- HOMO level: -8.2 eV

ORCA input file:
```
! RIJCOSX wB97M-V def2-TZVPD def2/J DEFGRID3
* xyz 0 1
P 1.2349 2.3347 -2.0778
P 0.1574 2.4670 -3.7010
C -0.8356 0.4709 0.3545
C 0.5527 -1.4817 0.9041
C 0.4039 -0.0046 0.9762
H -0.7055 1.5842 -0.0037
H -1.3124 -0.1679 -0.3363
H 1.6298 -1.7238 0.8830
H 0.1894 -2.0459 1.6859
H -1.3818 0.4503 1.3704
H 0.0673 -1.8831 -0.0552
*
```

=====

Winner for stability: <w>

=====

<w>
ORCA calculation (the ωB97M-V functional and the def2-TZVPD basis) on an isolated molecule of C3H6N2S2.

- LUMO level: -0.24 eV
- SMILES: CSN(C#N)SC
- HOMO level: -9.1 eV

ORCA input file:
```
! RIJCOSX wB97M-V def2-TZVPD def2/J DEFGRID3
* xyz 0 1
S -1.2262 -1.2772 -1.0719
S -0.3353 1.5064 -1.2514
N -0.4942 0.0813 -0.3979
N -1.8396 0.8752 2.1218
C 1.0324 2.1188 -0.2333
C -1.2810 0.5401 1.1734
C -0.0454 -2.4568 -0.2609
H 0.4860 -1.8807 0.5243
H 0.6051 -2.7597 -1.0241
H 0.9758 1.2845 0.4250
H -0.7053 -3.2753 0.2319
H 2.0461 2.2788 -0.5962
H 0.7817 2.9648 0.3593
*
```

=====

<x>
ORCA calculation (the ωB97M-V functional and the def2-TZVPD basis) on an isolated molecule of C3H6N2S2.

- LUMO level: -0.06 eV
- SMILES: CN(C=S)C(N)=S
- HOMO level: -8.3 eV

ORCA input file:
```
! RIJCOSX wB97M-V def2-TZVPD def2/J DEFGRID3
* xyz 0 1
S 0.6889 2.0938 0.9962
S -1.2753 -1.9386 -1.4211
N 2.0829 -0.1014 0.5594
N -0.2671 -0.2366 0.1932
C -0.0838 -1.2919 -0.7255
C -1.5253 0.6964 0.1491
C 0.9366 0.5222 0.5736
H -1.2796 1.5477 0.9234
H 1.0375 -1.5002 -0.7976
H 1.8970 -1.0200 1.1284
H 3.0221 0.2161 0.6831
H -1.6089 1.0606 -0.9301
H -2.3612 0.0183 0.5406
*
```

=====

<y>
ORCA calculation (the ωB97M-V functional and the def2-TZVPD basis) on a structure of composition C3H6N2S2.

- LUMO level: 0.17 eV
- HOMO level: -8.2 eV

ORCA input file:
```
! RIJCOSX wB97M-V def2-TZVPD def2/J DEFGRID3
* xyz 0 1
S -1.4700 0.7105 0.1223
S 2.5649 -0.5448 -0.1162
N 0.9853 -0.6921 0.2228
N -2.5665 -0.5431 -0.1686
C -1.9392 -1.6322 -0.1551
C 0.2936 0.4262 0.0332
C 0.6378 1.8440 -0.1726
H 1.0428 2.1356 0.8947
H -0.3164 2.4323 -0.1568
H -0.8929 -1.7150 -0.0083
H -2.7001 -2.5362 -0.1434
H 2.8880 -1.9538 0.6993
H 1.4726 2.0686 -1.0512
*
```

=====

Winner for stability: <x>

=====

<w>
ORCA calculation (the ωB97M-V functional and the def2-TZVPD basis) on a cluster of 2 separate species, C3H6N2S2 in total.

- LUMO level (alpha / beta): -1.99 / -1.99 eV
- HOMO level (alpha / beta): -8.7 / -8.7 eV

ORCA input file:
```
! RIJCOSX wB97M-V def2-TZVPD def2/J DEFGRID3
* xyz 0 1
S 1.5891 1.1038 0.6424
S -1.3298 1.5991 0.6422
N 0.0252 0.8906 0.2106
N -0.5563 -2.2810 1.6498
C -2.3545 0.6400 -0.5042
C -0.3866 -1.3949 0.9510
C 2.4546 -0.2516 -0.2710
H 2.8013 0.0123 -1.2442
H -3.0764 1.3293 -0.9149
H 3.3301 -0.3650 0.3420
H 1.9981 -1.2695 -0.3981
H -1.6889 0.2486 -1.2690
H -2.8059 -0.2618 0.1633
*
```

=====

<x>
ORCA calculation (the ωB97M-V functional and the def2-TZVPD basis) on a structure of composition C3H6N2S2.

- LUMO level: -1.12 eV
- HOMO level: -8.9 eV

ORCA input file:
```
! RIJCOSX wB97M-V def2-TZVPD def2/J DEFGRID3
* xyz 0 1
S -1.3351 2.4006 0.1596
S -1.0005 -0.1628 1.2986
N 0.4774 0.5752 0.9767
N 1.2880 -0.3491 -1.0709
C -2.2094 0.9152 0.3762
C 0.9130 -1.6625 -0.6734
C 0.9583 0.6341 -0.3477
H 0.9319 1.7687 -0.6725
H 1.1169 -1.7386 0.4839
H -3.2029 0.5312 0.2107
H 1.5365 -2.4292 -1.2467
H -0.1219 -1.8618 -0.9706
H 0.6479 1.3791 1.4762
*
```

=====

Winner for stability: <x>